39
Properties=species:S:1:pos:R:3:lowdin_charge:R:1 method="wB97M-V/def2-TZVPD" e_tot_ha=-2468.4058 largest_force_ha_per_bohr=0.013 e_lumo_ev=-6.21 charge=+1 homo_ha=-0.486
Ti -0.23542 -0.12634 1.16828 1.382
C -2.82658 2.06265 -1.69160 0.042
C -2.06846 1.06977 -0.89417 -0.181
N -1.20194 1.36764 0.00345 -0.008
O -0.93013 2.66607 0.21374 0.122
B 0.16087 2.81804 1.20868 -1.013
F 0.19491 4.04522 1.71176 0.281
F -0.14896 1.75179 2.17926 0.038
O 1.47610 2.39099 0.68683 0.120
N 1.49916 1.05133 0.56702 -0.001
C 2.57443 0.50665 0.13132 -0.180
C 3.81386 1.24632 -0.20758 0.035
C 2.43720 -0.96117 -0.05917 -0.183
N 1.27945 -1.40006 0.26900 -0.009
O 1.03705 -2.70303 0.04524 0.125
B -0.36375 -3.00360 0.41478 -1.010
F -0.57531 -4.30391 0.56984 0.281
F -0.54531 -2.18877 1.62969 0.037
O -1.34623 -2.39602 -0.51933 0.122
N -1.39950 -1.06450 -0.35311 -0.007
C -2.19051 -0.39123 -1.10516 -0.182
C -3.08695 -0.98354 -2.12594 0.042
C 3.48823 -1.83751 -0.62869 0.038
H -2.60444 3.07101 -1.36076 0.098
H -3.89730 1.87318 -1.59539 0.112
H -2.57362 1.96344 -2.74950 0.114
H 3.73421 2.28398 0.09777 0.097
H 3.99255 1.20256 -1.28470 0.117
H 4.66821 0.78025 0.28551 0.110
H -3.05799 -2.06653 -2.08084 0.098
H -2.78497 -0.65472 -3.12295 0.114
H -4.10937 -0.63653 -1.96649 0.111
H 4.40404 -1.29373 -0.83632 0.088
H 3.11839 -2.30235 -1.54476 0.116
H 3.69142 -2.65401 0.06706 0.118
F -0.03762 -0.43241 3.21559 -0.071
C -1.51108 -0.23342 2.85432 -0.454
F -2.14140 -1.30128 3.25654 0.170
F -1.93325 0.78376 3.55079 0.171

25
Properties=species:S:1:pos:R:3:lowdin_charge:R:1 method="wB97M-V/def2-TZVPD" e_tot_ha=-580.2733 smiles=CN1c2ccccc2C[C@H]1B(O)O relative_energy_kcal_mol=10.8 largest_force_ha_per_bohr=0.090 e_lumo_ev=0.29 homo_ha=-0.273
C 0.84375 1.99498 0.15967 -0.079
N 0.47916 0.65397 -0.13231 -0.093
C -0.87464 0.34796 -0.11078 -0.210
C -1.98499 1.12709 -0.46611 -0.017
C -3.20767 0.40527 -0.64384 -0.103
C -3.33550 -0.91857 -0.22292 -0.141
C -2.27207 -1.67155 0.16632 -0.060
C -1.05920 -1.02324 0.24351 -0.153
C 0.25210 -1.67812 0.57187 -0.075
C 1.22980 -0.53062 0.61745 -0.091
B 2.56307 -0.62299 -0.26182 -0.610
O 3.54485 0.32343 0.02816 0.158
O 2.84478 -1.57375 -1.13649 0.258
H 0.61940 2.56034 -0.66765 0.063
H 0.40119 2.51286 1.09209 0.129
H 1.80665 1.87165 0.45877 0.037
H -1.77384 2.23436 -0.72394 0.127
H -4.13364 1.00151 -0.92944 0.113
H -4.38269 -1.42132 -0.32470 0.131
H -2.52658 -2.63797 0.40494 0.088
H 0.05522 -2.13866 1.55523 0.139
H 0.62642 -2.23105 -0.29095 0.121
H 1.33502 -0.05071 1.54968 0.125
H 4.03050 0.66303 -0.69491 0.082
H 3.60586 -1.55934 -1.60891 0.062

32
Properties=species:S:1:pos:R:3:lowdin_charge:R:1 method="wB97M-V/def2-TZVPD" e_tot_ha=-4140.6809 multiplicity=8 largest_force_ha_per_bohr=0.174 e_lumo_ev="-14.49 / -19.34" charge=+4 s_squared=15.797 homo_ha="-0.889 / -0.896"
Co -0.52534 -0.50989 -3.15158 0.178
Cr -0.46186 0.14874 0.05994 0.410
Cl -1.14062 -1.80966 -1.38849 0.312
Cl -0.81924 1.44142 -1.87429 0.363
C 0.89352 1.45848 0.63611 -0.039
C -0.11392 -1.95481 -4.03059 -0.073
C -0.00644 0.58217 -4.41550 -0.070
O 1.65306 2.27281 0.96734 0.267
O 0.17595 -2.97981 -4.48810 0.298
O 0.33151 1.40609 -5.16620 0.297
C -1.37747 0.33999 2.60856 -0.074
N -0.70746 -0.77390 1.83124 -0.209
C -1.63700 -1.95352 1.81915 -0.104
N -1.97508 -2.39432 3.19116 0.159
C -2.59641 -1.26581 3.91557 -0.029
N -1.70372 -0.07666 4.00184 0.165
C -0.43136 -0.49874 4.65108 -0.027
N 0.24154 -1.61932 3.94712 0.165
C 0.53744 -1.19552 2.55387 -0.050
C -0.72083 -2.75249 3.88943 -0.027
H -2.33006 0.59608 2.11462 0.178
H -0.73217 1.22251 2.67492 0.153
H -1.14287 -2.79429 1.32120 0.148
H -2.56859 -1.68954 1.31118 0.161
H -2.83295 -1.59153 4.93679 0.185
H -3.51142 -0.97010 3.38216 0.185
H 0.25001 0.36219 4.67014 0.184
H -0.66176 -0.82461 5.67620 0.185
H 0.95836 -2.07115 2.03550 0.181
H 1.26429 -0.38150 2.58234 0.158
H -0.96533 -3.04796 4.91709 0.183
H -0.24620 -3.58404 3.34778 0.187

28
Properties=species:S:1:pos:R:3:lowdin_charge:R:1 method="wB97M-V/def2-TZVPD" e_tot_ha=-1179.6027 smiles="NC1=[N+](Cc2[nH]c(=O)[nH]c(=O)c2Cl)CCC1" largest_force_ha_per_bohr=0.111 e_lumo_ev=-4.20 charge=+1 homo_ha=-0.456
N -1.94378 0.90260 -1.28898 0.239
C -0.51861 0.85520 -1.30710 -0.193
N 0.31666 1.33048 -0.37654 -0.022
C -0.09433 1.25183 1.08107 -0.027
C -0.26874 -0.24752 1.44436 -0.214
N 0.70686 -1.20488 1.17765 0.174
C 0.61540 -2.55452 1.44879 -0.479
O 1.25884 -3.37899 0.81643 0.096
N -0.52095 -3.00085 1.97815 0.213
C -1.41569 -2.18286 2.48090 -0.473
O -2.26660 -2.68646 3.21242 0.080
C -1.35200 -0.72294 2.15576 -0.452
Cl -2.73364 0.29624 2.57937 0.719
C 1.68815 1.69947 -0.87738 -0.072
C 1.69785 1.21083 -2.33513 -0.120
C 0.26227 0.68970 -2.56741 -0.076
H -2.40904 0.50650 -2.08234 0.124
H -2.36307 1.61220 -0.78056 0.092
H -1.02039 1.84700 1.30388 0.111
H 0.74034 1.62011 1.70138 0.145
H 1.52642 -0.88504 0.75570 0.128
H -0.61448 -3.94298 2.29186 0.191
H 2.43532 1.10354 -0.27111 0.145
H 1.82331 2.79746 -0.92299 0.143
H 2.46253 0.47654 -2.51531 0.116
H 1.85918 2.01669 -3.05120 0.122
H 0.33378 -0.44433 -2.58339 0.164
H -0.20558 1.03498 -3.46826 0.126

35
Properties=species:S:1:pos:R:3:lowdin_charge:R:1 method="wB97M-V/def2-TZVPD" e_tot_ha=-2015.8775 relative_energy_kcal_mol=18.0 largest_force_ha_per_bohr=0.008 e_lumo_ev=-4.81 charge=+1 homo_ha=-0.453
Rh -0.18423 0.50336 -0.02450 1.026
C -3.55797 2.82880 -1.14523 0.019
C -2.53777 1.79100 -0.84533 -0.200
N -1.50223 2.00323 -0.10471 -0.138
O -1.30199 3.27436 0.39447 -0.013
C -2.68190 0.39432 -1.33498 -0.216
C -3.94086 -0.16214 -1.89914 0.022
N -1.63849 -0.30991 -1.09262 -0.192
O -1.63849 -1.61635 -1.24465 -0.242
H -3.09621 3.81287 -1.17934 0.098
H -4.32799 2.83716 -0.36857 0.118
H -4.04692 2.61613 -2.09291 0.099
H -1.95509 3.40886 1.09964 0.137
H -4.80765 0.40032 -1.55995 0.092
H -4.04121 -1.20243 -1.59440 0.100
H -3.91591 -0.13552 -2.99055 0.112
F -1.19840 -0.45631 1.24063 -0.416
Te -0.11613 -2.66619 -0.22140 1.908
F -0.23610 -3.48524 -1.88290 -0.341
F 1.30932 -3.84151 -0.09573 -0.344
F 0.14699 -2.56827 1.63208 -0.371
F -1.58181 -3.65222 0.28672 -0.309
O 0.89760 -1.15795 -0.47224 -0.633
S 1.35339 1.60472 1.29015 0.685
C 2.72129 0.51411 1.29787 -0.648
N 3.86057 0.93259 0.71412 0.075
C 5.00545 0.21642 0.68484 -0.027
C 5.04042 -1.01913 1.26357 -0.014
C 3.88247 -1.49737 1.88507 0.011
C 2.73562 -0.73435 1.91286 -0.062
H 3.83855 1.84661 0.27707 0.155
H 5.84602 0.67663 0.18783 0.142
H 5.94979 -1.59976 1.23694 0.125
H 3.88565 -2.47263 2.35353 0.134
H 1.83420 -1.08423 2.39174 0.109

27
Properties=species:S:1:pos:R:3:lowdin_charge:R:1 method="wB97M-V/def2-TZVPD" e_tot_ha=-760.3369 smiles="CC1=C[C@@H](/C=C(/C)[N+](=O)[O-])O[N+]([O-])=C1C" relative_energy_kcal_mol=223.6 largest_force_ha_per_bohr=0.059 e_lumo_ev=0.00 homo_ha=-0.305
C -1.33268 -2.23476 0.85216 -0.035
C -1.06778 -0.77641 0.92023 -0.208
C -0.18357 -0.24777 1.77252 0.005
C 0.08023 1.25342 1.68433 -0.234
C 1.11658 1.74612 0.72820 0.015
C 2.03574 1.19265 -0.06177 -0.179
C 2.69043 1.97749 -1.19298 -0.007
N 2.17947 -0.27795 -0.01362 -0.383
O 2.54454 -0.82490 0.99167 0.097
O 1.94256 -0.85746 -1.04564 0.088
O -1.14187 1.90187 1.18240 0.002
N -1.67474 1.29999 -0.00977 -0.228
O -2.14240 2.12028 -0.76845 0.039
C -1.84736 0.01388 -0.03299 -0.190
C -2.52276 -0.51354 -1.21603 0.012
H -0.73617 -2.88201 1.38353 0.060
H -1.06056 -2.69752 -0.06408 0.086
H -2.38105 -2.32395 1.06069 0.095
H 0.32408 -0.86144 2.52941 0.128
H 0.26661 1.68441 2.70598 0.169
H 1.09209 2.88706 0.56978 0.165
H 3.42452 2.60339 -0.78168 0.064
H 1.89258 2.52843 -1.66089 0.083
H 3.12346 1.22503 -1.91275 0.105
H -2.90794 -1.46332 -0.98372 0.067
H -1.81137 -0.67160 -1.97325 0.095
H -3.28864 0.18553 -1.41562 0.084

25
Properties=species:S:1:pos:R:3:lowdin_charge:R:1 method="wB97M-V/def2-TZVPD" e_tot_ha=-824.2740 smiles="C#C[Si@](N)(O)C=C.c1ccncc1" largest_force_ha_per_bohr=0.141 e_lumo_ev=0.13 homo_ha=-0.306
C -3.02709 5.18660 -1.77083 -0.001
C -1.97922 4.50967 -1.31592 -0.158
Si -0.37410 3.44427 -1.06232 0.380
N 0.96006 4.41029 -0.36666 -0.092
O 0.16309 2.80151 -2.61063 -0.224
C -0.89869 1.96009 0.06110 -0.230
C -0.42521 0.63979 -0.36465 -0.070
H -3.97401 5.48300 -2.36999 0.049
H 1.17043 4.01111 0.57272 0.031
H 1.80748 4.37451 -0.96396 0.032
H -0.62752 2.38537 -3.05796 0.065
H -1.50793 2.05269 1.02924 0.060
H 0.71096 0.58130 -0.58803 0.072
H -1.15335 -0.23403 -0.51876 0.057
C 0.94708 -4.85203 1.70492 -0.082
C 1.96604 -3.91592 1.81259 -0.076
C 1.78320 -2.67712 1.21953 -0.148
N 0.67614 -2.32832 0.54097 0.054
C -0.29375 -3.25461 0.45085 -0.152
C -0.20825 -4.51862 1.01161 -0.076
H 1.05232 -5.83270 2.15696 0.105
H 2.88123 -4.14328 2.34549 0.101
H 2.54948 -1.91065 1.27881 0.103
H -1.17535 -2.94804 -0.10390 0.098
H -1.02305 -5.22487 0.90884 0.101

24
Properties=species:S:1:pos:R:3:lowdin_charge:R:1 method="wB97M-V/def2-TZVPD" e_tot_ha=-514.0677 smiles="C=C1[NH+]=CN=C2CCC=N[C@@]12C" relative_energy_kcal_mol=68.1 largest_force_ha_per_bohr=0.091 e_lumo_ev=-5.15 charge=+1 homo_ha=-0.481
C 1.92571 1.74243 0.63029 0.120
C 1.53075 0.53357 0.32470 -0.270
N 2.43532 -0.54060 0.29462 0.155
C 1.92609 -1.74113 0.04526 -0.020
N 0.61227 -1.94757 0.16970 0.194
C -0.26680 -1.05188 0.06856 -0.199
C -1.65552 -1.43946 0.38094 -0.043
C -2.64072 -0.19651 0.47548 -0.082
C -1.86027 1.09419 0.83075 -0.051
N -0.64567 1.23663 0.52357 0.109
C 0.12730 0.34439 -0.25224 -0.407
C 0.14616 0.57069 -1.82046 0.048
H 3.06432 1.99450 0.77643 0.131
H 1.43136 2.65356 0.33797 0.087
H 3.30953 -0.27765 0.83294 0.210
H 2.60277 -2.48976 -0.15101 0.129
H -2.02221 -1.93199 -0.47433 0.119
H -1.73348 -2.04692 1.34224 0.167
H -3.29086 -0.38884 1.27663 0.097
H -3.09728 0.05851 -0.39101 0.082
H -2.41918 1.71320 1.50137 0.122
H 1.12524 1.11404 -2.12974 0.125
H -0.61268 1.29660 -2.12061 0.087
H 0.00785 -0.29997 -2.47205 0.091

27
Properties=species:S:1:pos:R:3:lowdin_charge:R:1 method="wB97M-V/def2-TZVPD" e_tot_ha=-1062.4733 relative_energy_kcal_mol=212.0 largest_force_ha_per_bohr=0.143 e_lumo_ev="-4.51 / -4.51" charge=+1 homo_ha="-0.468 / -0.405"
C 1.18802 -1.41187 3.09375 0.096
C 1.24887 -2.39309 2.10866 -0.099
C 0.18685 -0.63641 1.24468 -0.187
C 0.07284 -2.25977 -1.83405 -0.002
C -2.04908 2.95836 0.35145 0.198
C -0.80715 -1.29738 -1.68655 -0.144
C -0.33458 1.77214 0.65782 -0.577
C -0.22608 -0.01102 -1.18412 -0.149
C -0.59917 0.30282 0.35557 -0.278
N 0.60039 -1.91420 0.99353 0.222
N 0.58930 -0.34395 2.45090 0.142
N 1.84254 -3.69995 1.94498 -0.342
O 2.45589 -4.18518 2.85056 0.170
O 1.62002 -4.16316 0.85690 0.119
S 1.03833 2.65233 0.36703 0.835
H 1.58951 -1.48015 4.07298 0.140
H -0.08038 -3.28258 -2.03363 0.064
H 1.17083 -2.14545 -1.54487 0.103
H -2.10878 3.83904 0.83868 -0.040
H -2.78509 2.19011 0.30242 -0.013
H -1.80817 -1.38096 -1.68179 0.081
H 0.87991 -0.16697 -1.22916 0.119
H -0.62636 0.81552 -1.82609 0.141
H -1.67360 0.10602 0.40042 0.142
H 0.54940 -2.52040 0.18501 0.112
H 0.33658 0.65535 2.92422 0.263
H 0.42520 3.80834 0.37479 -0.117

26
Properties=species:S:1:pos:R:3:lowdin_charge:R:1 method="wB97M-V/def2-TZVPD" e_tot_ha=-644.3730 smiles=OC(Cn1ccnc1)Cn1ccnc1 relative_energy_kcal_mol=24.0 largest_force_ha_per_bohr=0.057 e_lumo_ev=0.20 homo_ha=-0.301
O -1.80182 -1.32431 1.03175 -0.063
C -1.22149 -1.52239 -0.28454 -0.313
C 0.25261 -2.01986 -0.21914 -0.100
N 1.18406 -1.05782 0.26451 -0.097
C 1.11206 -0.41376 1.51341 -0.100
C 2.05769 0.52493 1.54362 -0.159
N 2.74515 0.55618 0.33643 0.065
C 2.15487 -0.36506 -0.41252 -0.184
C -1.50085 -0.27157 -1.15626 -0.074
N -0.93952 0.94313 -0.59987 -0.077
C -0.14826 1.83362 -1.25522 -0.124
C 0.05878 2.89549 -0.43896 -0.129
N -0.54362 2.65102 0.82544 0.072
C -1.14821 1.52973 0.64979 -0.214
H -2.11931 -2.22305 1.28785 0.119
H -1.67484 -2.38104 -0.75858 0.129
H 0.64947 -2.26290 -1.22912 0.140
H 0.41245 -2.84147 0.55617 0.154
H 0.27574 -0.58441 2.24462 0.133
H 2.40459 1.07591 2.39079 0.096
H 2.58409 -0.62606 -1.32884 0.103
H -1.14424 -0.41858 -2.19441 0.138
H -2.60983 -0.16226 -1.20290 0.139
H 0.23197 1.65592 -2.24853 0.115
H 0.59344 3.82260 -0.63692 0.096
H -1.86499 0.98598 1.32144 0.135

26
Properties=species:S:1:pos:R:3:lowdin_charge:R:1 method="wB97M-V/def2-TZVPD" e_tot_ha=-1028.8034 smiles="CC(C)N=C1C=CC(S(=O)(=O)[O-])C=C1" relative_energy_kcal_mol=10.0 largest_force_ha_per_bohr=0.091 e_lumo_ev="3.37 / 3.37" charge=-1 homo_ha="-0.172 / -0.172"
C -0.94277 2.72984 -0.21715 -0.055
C 0.20627 2.22693 0.66063 -0.485
C 1.08981 3.46947 0.96221 -0.088
N 0.97382 1.17794 0.05904 0.085
C 0.57823 -0.03686 0.07963 -0.332
C 1.48903 -0.97999 -0.54478 -0.025
C 1.27415 -2.35770 -0.53015 -0.071
C 0.01649 -2.91501 0.00020 -0.317
S -1.18332 -2.99657 -1.56807 0.447
O -2.52402 -3.18996 -1.00731 -0.377
O -1.04374 -1.74918 -2.28176 -0.326
O -0.66722 -4.22420 -2.13313 -0.371
C -0.72363 -1.98907 0.84068 -0.107
C -0.52549 -0.63978 0.82642 -0.020
H -1.63870 1.88177 -0.45305 0.103
H -1.29753 3.52986 0.28135 0.029
H -0.54698 3.14862 -1.09129 0.055
H -0.11413 1.89622 1.63724 0.111
H 0.96487 4.05542 0.05474 0.053
H 2.11289 3.13518 1.32832 0.085
H 0.83082 4.16564 1.80108 0.068
H 2.50229 -0.72980 -0.95698 0.113
H 1.88295 -3.12279 -0.92755 0.089
H 0.02926 -3.90058 0.40234 0.110
H -1.37105 -2.55197 1.46021 0.098
H -1.37231 -0.03343 1.31711 0.128

25
Properties=species:S:1:pos:R:3:lowdin_charge:R:1 method="wB97M-V/def2-TZVPD" e_tot_ha=-1219.7024 smiles="CC[P@](=O)(CCC#N)c1cccs1" relative_energy_kcal_mol=0.0 largest_force_ha_per_bohr=0.061 e_lumo_ev=0.58 homo_ha=-0.349
C 0.24259 3.05544 -0.13058 -0.145
C -0.71968 2.03799 0.46052 -0.315
P -0.64834 0.50019 -0.54413 0.674
O -0.81399 0.70411 -1.98312 -0.333
C -1.87972 -0.67819 0.15989 -0.253
C -1.89705 -1.90308 -0.75590 -0.241
C -2.94072 -2.81545 -0.37117 -0.246
N -3.78033 -3.51409 -0.03177 0.149
C 1.09529 -0.32508 -0.07949 -0.569
C 1.86976 -0.12983 1.02030 -0.199
C 3.11089 -0.79613 0.92351 -0.191
C 3.24808 -1.47127 -0.24789 -0.409
S 1.87021 -1.30553 -1.26361 1.000
H 1.27406 2.73807 0.01398 0.068
H 0.06617 3.14316 -1.20125 0.070
H 0.10963 4.03121 0.33317 0.073
H -1.75078 2.39552 0.39006 0.092
H -0.49738 1.82433 1.50518 0.082
H -1.62804 -0.94870 1.18608 0.102
H -2.85688 -0.18412 0.15380 0.103
H -2.06711 -1.57683 -1.78964 0.122
H -0.93327 -2.42048 -0.71858 0.104
H 1.57518 0.45950 1.87036 0.100
H 3.86838 -0.76685 1.68633 0.102
H 4.08306 -2.05387 -0.58607 0.062